Molecular formula: C3H5O3
Method: DFT, the ωB97M-V functional and the def2-TZVPD basis

Each line ends with the Mulliken charge.
Element x y z (Å)
O  0.26  -2.08  1.28  -0.716
C  -0.53  -1.60  0.35  0.430
O  -1.15  -2.27  -0.59  -0.730
C  -0.52  0.01  0.37  -0.530
C  0.60  0.50  -0.48  -0.336
O  1.11  1.87  -0.20  -0.529
H  -0.37  0.36  1.32  0.384
H  -1.44  0.44  -0.12  0.268
H  1.53  -0.07  -0.39  0.299
H  0.15  0.46  -1.52  0.193
H  0.36  2.37  0.00  0.268

## Properties
Largest force on an atom: 4.20 eV/A
E_tot: -9335.137 eV
Net charge: -1
Energy above the lowest of the compared OMol25 structures with the same formula, charge and spin: 73.8 kJ/mol
SMILES: O=C([O-])CCO
Frontier orbital gap: 7.95 eV
Highest occupied orbital energy: -4.157 eV